Here is a molecular structure, C58H36N6O8Pb at a distorted geometry from OMol25. Energies are from the ωB97M-V functional and the def2-TZVPD basis.

Structure (ORCA input):
```
! wB97M-V def2-TZVPD RIJCOSX def2/J DEFGRID3
* xyz 0 1
Pb 0.460 0.141 -0.858
C 5.055 5.372 2.893
C 4.758 5.245 1.543
C 3.989 4.177 1.096
C 3.508 3.225 1.994
C 3.824 3.353 3.344
C 4.592 4.420 3.792
C 2.623 2.127 1.487
C 1.200 2.323 1.604
C 0.592 3.349 2.502
C -0.719 3.307 2.334
C -1.026 2.313 1.227
N 0.271 1.663 0.982
C -2.197 1.382 1.542
C -2.312 0.096 1.184
C -3.523 -0.703 1.402
C -3.361 -1.843 0.725
C -2.029 -1.795 0.120
C -1.471 -2.901 -0.658
C -2.425 -3.868 -1.272
C -2.558 -3.858 -2.659
C -3.450 -4.722 -3.281
C -4.200 -5.612 -2.525
C -4.057 -5.638 -1.143
C -3.180 -4.764 -0.519
C -0.138 -3.108 -0.844
N 0.867 -2.208 -0.543
C 2.032 -2.833 -0.688
C 3.314 -2.266 -0.428
C 4.500 -3.153 -0.666
C 5.263 -3.637 0.394
C 6.371 -4.443 0.161
C 6.727 -4.778 -1.138
C 5.963 -4.315 -2.201
C 4.856 -3.510 -1.965
C 3.523 -0.992 0.081
C 4.843 -0.484 0.507
C 4.652 0.734 1.015
C 3.208 1.021 0.918
N 2.581 -0.024 0.297
C 1.797 -4.225 -1.110
C 0.471 -4.382 -1.237
N -1.423 -0.667 0.397
C -3.350 2.016 2.240
C -3.655 1.699 3.561
C -4.731 2.304 4.193
C -5.516 3.222 3.508
C -5.231 3.519 2.182
C -4.150 2.922 1.547
H 5.645 6.209 3.244
H 5.120 5.981 0.835
H 3.749 4.077 0.044
H 3.468 2.607 4.046
H 4.829 4.509 4.846
H 1.149 3.965 3.192
H -1.472 3.825 2.909
H -4.380 -0.399 1.982
H -4.074 -2.643 0.609
H -1.989 -3.143 -3.242
H -3.564 -4.689 -4.357
H -4.896 -6.285 -3.010
H -4.631 -6.339 -0.550
H -3.062 -4.796 0.559
H 4.979 -3.385 1.410
H 6.954 -4.810 0.996
H 7.592 -5.402 -1.321
H 6.232 -4.576 -3.217
H 4.264 -3.142 -2.796
H 5.772 -1.028 0.431
H 5.382 1.398 1.454
H 2.565 -4.966 -1.266
H -0.072 -5.274 -1.508
H -3.040 0.980 4.092
H -4.969 2.044 5.217
H -6.362 3.685 3.998
H -5.867 4.198 1.627
H -3.961 3.098 0.493
O 0.425 2.767 -2.231
C -0.385 3.581 -2.595
C -1.139 4.503 -1.703
C -1.438 5.747 -2.225
C -2.016 6.708 -1.424
C -2.353 6.430 -0.115
C -2.109 5.169 0.399
C -1.496 4.194 -0.384
O -1.329 2.904 -0.043
N -2.290 8.045 -1.975
O -2.039 8.235 -3.148
O -2.748 8.881 -1.222
H -0.551 3.764 -3.672
H -1.188 5.988 -3.251
H -2.831 7.188 0.489
H -2.444 4.943 1.399
O -2.510 -0.430 -2.904
C -3.252 0.455 -2.415
O -2.918 1.543 -1.888
C -4.740 0.153 -2.416
C -5.424 -0.162 -3.585
C -6.798 -0.383 -3.570
C -7.504 -0.342 -2.378
C -6.801 -0.062 -1.221
C -5.448 0.211 -1.224
N -7.516 -0.052 0.070
O -6.849 -0.092 1.091
O -8.730 -0.011 0.055
H -4.865 -0.242 -4.510
H -7.321 -0.607 -4.492
H -8.565 -0.540 -2.333
H -4.946 0.473 -0.304
*
```

Here is a molecular structure, C58H40BiCl2N6O6P2SSe2 at a distorted geometry from OMol25. Energies are from the ωB97M-V functional and the def2-TZVPD basis.

Structure (ORCA input):
```
! wB97M-V def2-TZVPD RIJCOSX def2/J DEFGRID3
* xyz -2 2
Bi 1.893 -0.231 2.315
C 4.900 -1.667 5.367
C 6.013 -1.851 4.579
C 5.941 -1.678 3.212
C 4.779 -1.225 2.605
C 3.676 -0.964 3.409
C 3.702 -1.228 4.751
C 4.707 -0.887 1.166
C 5.594 -1.447 0.172
C 5.476 -1.041 -1.119
C 4.495 -0.121 -1.498
C 4.442 0.360 -2.860
C 3.546 1.306 -3.190
C 2.663 1.790 -2.209
C 2.632 1.304 -0.920
C 3.643 0.335 -0.504
N 3.790 -0.059 0.756
H 4.896 -1.939 6.412
H 6.975 -2.173 5.036
H 6.804 -1.944 2.583
H 2.893 -1.015 5.414
H 6.424 -2.095 0.428
H 6.123 -1.480 -1.870
H 5.084 -0.035 -3.661
H 3.460 1.638 -4.227
H 1.880 2.513 -2.487
H 1.876 1.682 -0.176
O 0.543 -2.733 3.219
C 1.153 -3.735 3.584
C 2.490 -4.203 3.122
C 3.042 -5.380 3.677
C 4.160 -5.987 3.094
C 4.694 -5.479 1.920
C 4.159 -4.327 1.400
C 3.018 -3.653 1.891
O 2.546 -2.650 1.282
N 4.673 -7.207 3.655
O 4.168 -7.743 4.683
O 5.612 -7.809 3.076
H 0.751 -4.305 4.457
H 2.497 -5.850 4.504
H 5.530 -5.965 1.523
H 4.560 -3.931 0.454
Se -0.761 1.536 -5.765
P -1.454 2.423 -3.943
C -3.265 2.378 -3.920
C -3.879 2.386 -2.643
C -5.242 2.461 -2.598
C -6.028 2.318 -3.761
C -5.413 2.188 -4.970
C -3.987 2.237 -5.077
C -1.425 4.271 -4.081
C -0.939 4.848 -5.206
C -1.185 6.196 -5.490
C -1.859 7.027 -4.618
C -2.252 6.491 -3.411
C -2.084 5.119 -3.194
C -0.945 1.898 -2.365
C -1.075 0.719 -1.546
N -0.802 1.172 -0.283
N -0.602 2.451 -0.309
N -0.672 2.951 -1.547
P -1.585 -1.030 -1.841
Se -0.162 -2.318 -0.954
C -1.731 -1.405 -3.652
C -2.944 -1.304 -4.313
C -3.061 -1.744 -5.666
C -1.953 -2.305 -6.270
C -0.710 -2.310 -5.626
C -0.628 -1.906 -4.312
C -3.259 -1.259 -1.280
C -4.127 -0.326 -0.778
C -5.407 -0.653 -0.363
C -5.848 -1.996 -0.389
C -4.949 -2.962 -0.867
C -3.673 -2.666 -1.309
H -3.171 2.533 -1.827
H -5.758 2.630 -1.655
H -7.092 2.238 -3.631
H -6.019 2.022 -5.858
H -3.560 2.050 -6.089
H -0.432 4.187 -5.898
H -0.764 6.624 -6.404
H -1.921 8.125 -4.914
H -2.669 7.118 -2.653
H -2.472 4.715 -2.271
H -3.802 -0.854 -3.801
H -3.998 -1.620 -6.191
H -2.007 -2.665 -7.289
H 0.214 -2.659 -6.067
H 0.271 -1.949 -3.699
H -3.853 0.698 -0.733
H -6.109 0.060 0.038
H -6.815 -2.228 -0.012
H -5.292 -3.961 -0.962
H -3.055 -3.457 -1.642
Cl -3.416 -2.138 2.216
C -2.955 -0.414 2.102
Cl -2.917 0.448 3.648
H -3.712 0.061 1.546
H -1.966 -0.373 1.652
S 4.006 2.787 2.626
C 2.695 1.975 2.976
O 1.730 2.628 3.717
C 0.845 1.901 4.433
N 1.017 0.567 4.468
C 0.109 0.023 5.425
O 0.084 -1.195 5.643
C -0.700 1.155 5.926
C -1.779 1.219 6.756
C -2.311 2.504 7.073
C -1.723 3.659 6.590
C -0.646 3.581 5.718
C -0.126 2.362 5.329
H -2.350 0.311 7.140
H -3.234 2.501 7.631
H -2.183 4.596 6.916
H -0.162 4.459 5.347
*
```

We obtain relative energy (zero: lowest compared OMol25 entry of this formula, charge and spin) values of 1.737; 0.087 eV for the records listed above, in that order.